# 1
Molecular formula: C35H26CrF3O6S3
Method: DFT, ωB97M-V/def2-TZVPD

The geometry in ORCA input format:
```
! RIJCOSX wB97M-V def2-TZVPD def2/J DEFGRID3
* xyz 0 2
Cr 2.391 2.022 -1.675
O 4.517 4.774 -1.979
S 3.979 3.703 -2.749
O 4.366 3.573 -4.118
O 4.181 2.317 -1.998
O 2.408 3.627 -2.636
C -6.188 2.635 -2.862
C -4.760 2.586 -2.388
C -4.185 3.662 -1.723
C -2.868 3.607 -1.279
C -2.143 2.446 -1.488
C -2.684 1.362 -2.169
C -3.987 1.443 -2.615
S -0.509 2.417 -0.852
O 0.355 1.643 -1.859
C -0.664 1.385 0.602
C -0.919 2.157 1.761
C -0.887 1.576 2.985
C -0.579 0.196 3.114
C -0.513 -0.420 4.389
C -0.243 -1.751 4.507
C -0.037 -2.532 3.346
C -0.092 -1.962 2.108
C -0.345 -0.574 1.953
C -0.381 0.046 0.658
C -0.288 -0.860 -0.540
C -1.486 -1.572 -0.875
C -2.701 -1.389 -0.150
C -3.830 -2.068 -0.494
C -3.824 -2.975 -1.583
C -2.681 -3.170 -2.296
C -1.486 -2.478 -1.960
C -0.297 -2.673 -2.698
C 0.840 -2.001 -2.372
C 0.840 -1.111 -1.276
S 2.422 -0.270 -1.069
O 3.228 -0.567 -2.291
C 3.115 -1.097 0.319
C 2.908 -2.458 0.510
C 3.550 -3.092 1.557
C 4.397 -2.389 2.412
C 5.051 -3.077 3.579
C 4.616 -1.034 2.176
C 3.987 -0.380 1.130
H -6.591 3.645 -2.805
H -6.818 1.987 -2.251
H -6.270 2.291 -3.894
H -4.763 4.565 -1.567
H -2.412 4.459 -0.790
H -2.085 0.484 -2.369
H -4.414 0.606 -3.155
H -1.098 3.222 1.662
H -1.068 2.162 3.877
H -0.684 0.190 5.268
H -0.194 -2.213 5.484
H 0.166 -3.591 3.440
H 0.060 -2.575 1.230
H -2.730 -0.693 0.677
H -4.742 -1.912 0.069
H -4.728 -3.510 -1.845
H -2.662 -3.859 -3.132
H -0.303 -3.360 -3.536
H 1.752 -2.115 -2.944
H 2.263 -3.020 -0.154
H 3.393 -4.153 1.714
H 5.157 -4.147 3.402
H 4.450 -2.947 4.482
H 6.038 -2.661 3.780
H 5.291 -0.481 2.816
H 4.180 0.667 0.947
F 2.000 1.969 1.224
C 2.551 2.769 0.235
F 3.803 3.004 0.655
F 1.885 3.944 0.367
*
```

Summary:
energy above the lowest of the compared OMol25 structures with the same formula, charge and spin: 11.3 kcal per mole
expectation value of S²: 0.76
HOMO level (spin up / spin down): -9.00 / -8.63 eV

***

# 2
Molecular formula: C35H26N4O5Se4Zr
Method: DFT, ωB97M-V/def2-TZVPD

The geometry in ORCA input format:
```
! RIJCOSX wB97M-V def2-TZVPD def2/J DEFGRID3
* xyz -2 1
Zr -0.495 0.126 0.946
O -0.595 -3.498 3.449
C -1.890 -3.485 3.765
C -2.431 -4.638 4.340
C -3.759 -4.694 4.701
C -4.587 -3.601 4.491
C -4.074 -2.468 3.899
C -2.735 -2.388 3.528
C -2.267 -1.207 2.780
O -1.003 -0.980 2.612
N -3.210 -0.477 2.254
N -2.731 0.491 1.404
C -3.631 1.271 0.913
C -3.347 2.317 -0.020
C -4.380 3.170 -0.421
C -4.178 4.191 -1.324
C -2.902 4.384 -1.850
C -1.863 3.574 -1.466
C -2.029 2.502 -0.552
O -1.030 1.752 -0.253
H -0.350 -2.636 3.045
H -1.775 -5.482 4.486
H -4.158 -5.596 5.146
H -5.628 -3.643 4.779
H -4.700 -1.616 3.695
H -4.671 1.127 1.231
H -5.364 3.006 -0.001
H -4.997 4.831 -1.624
H -2.729 5.182 -2.563
H -0.873 3.731 -1.870
Se 1.687 -1.736 1.386
Se 1.727 -0.638 3.440
Se 1.564 1.637 3.146
Se -0.667 2.223 2.899
C -2.681 -3.510 -1.882
C -1.795 -3.884 -0.887
C -1.252 -2.925 -0.043
C -1.540 -1.558 -0.156
C -2.459 -1.227 -1.162
C -3.023 -2.174 -2.002
H -3.087 -4.251 -2.568
H -1.521 -4.928 -0.770
H -0.561 -3.280 0.719
H -2.756 -0.187 -1.302
H -3.730 -1.870 -2.769
O 0.656 -1.553 -3.228
C 1.190 -0.806 -2.443
N 2.470 -0.309 -2.616
C 2.846 0.607 -1.567
C 1.559 0.503 -0.719
O 1.390 1.085 0.366
N 0.672 -0.277 -1.283
C 4.065 0.189 -0.788
C 4.415 -1.153 -0.681
C 5.583 -1.518 -0.036
C 6.410 -0.551 0.510
C 6.034 0.780 0.458
C 4.862 1.150 -0.174
C 3.017 1.977 -2.193
C 2.115 3.007 -1.977
C 2.253 4.206 -2.659
C 3.292 4.389 -3.556
C 4.208 3.368 -3.756
C 4.072 2.171 -3.079
H 3.131 -0.710 -3.259
H 3.763 -1.909 -1.095
H 5.848 -2.564 0.044
H 7.340 -0.833 0.989
H 6.658 1.538 0.909
H 4.567 2.189 -0.194
H 1.303 2.876 -1.276
H 1.544 5.003 -2.490
H 3.392 5.323 -4.096
H 5.032 3.506 -4.442
H 4.788 1.375 -3.235
*
```

Summary:
energy above the lowest of the compared OMol25 structures with the same formula, charge and spin: 30.8 kcal per mole
HOMO level: -1.48 eV

***

# 3
Molecular formula: C35H27BCo2O10
Method: DFT, ωB97M-V/def2-TZVPD

The geometry in ORCA input format:
```
! RIJCOSX wB97M-V def2-TZVPD def2/J DEFGRID3
* xyz 0 1
C 7.561 -4.441 -1.323
C 6.477 -4.072 -0.426
C 6.074 -4.390 0.846
C 4.939 -3.568 1.152
C 4.791 -2.672 0.121
B 4.118 -1.225 -0.103
C 2.971 -1.208 0.939
C 1.619 -1.349 0.811
C 1.069 -1.339 2.138
C 2.124 -1.090 2.992
C 2.257 -0.918 4.423
O 3.285 -1.039 2.264
C 5.031 -0.016 0.357
C 6.386 0.229 0.237
C 6.652 1.478 0.899
C 5.442 1.927 1.378
C 5.052 3.109 2.121
O 4.459 1.027 1.057
C 3.852 -1.191 -1.644
C 4.201 -0.279 -2.614
C 4.118 -0.946 -3.883
C 3.703 -2.234 -3.606
C 3.623 -3.441 -4.408
O 3.462 -2.364 -2.257
O 5.682 -3.047 -0.865
H 8.078 -5.369 -1.063
H 7.264 -4.568 -2.372
H 8.292 -3.621 -1.281
H 6.600 -5.049 1.528
H 4.364 -3.584 2.074
H 1.098 -1.463 -0.131
H 0.034 -1.530 2.389
H 1.266 -0.699 4.828
H 2.636 -1.844 4.872
H 2.936 -0.104 4.711
H 7.115 -0.419 -0.245
H 7.606 1.982 0.995
H 5.956 3.695 2.310
H 4.347 3.729 1.553
H 4.580 2.838 3.073
H 4.543 0.729 -2.408
H 4.370 -0.533 -4.855
H 3.735 -3.170 -5.462
H 4.443 -4.124 -4.135
H 2.686 -3.992 -4.267
O -7.784 -2.029 4.831
C -7.010 -1.200 4.607
Co -5.947 0.191 4.218
C -6.748 0.665 2.745
O -7.331 0.877 1.767
C -6.970 0.951 5.487
O -7.692 1.440 6.257
C -4.513 -1.110 3.404
C -3.708 -1.130 2.284
C -3.163 -1.758 1.217
C -4.054 -1.612 0.048
C -4.985 -2.634 -0.276
C -6.108 -2.360 -1.060
C -6.282 -1.089 -1.620
C -5.282 -0.126 -1.459
C -4.144 -0.422 -0.716
Co -3.693 0.428 3.182
C -4.390 1.526 4.518
O -4.105 2.405 5.238
C -4.050 1.382 1.790
O -4.294 2.065 0.882
C -1.970 0.659 3.522
O -0.846 0.657 3.814
H -4.630 -2.022 3.989
H -2.217 -2.339 1.302
H -4.817 -3.631 0.154
H -6.837 -3.154 -1.241
H -7.176 -0.875 -2.211
H -5.395 0.850 -1.931
H -3.281 0.237 -0.690
*
```

Summary:
energy above the lowest of the compared OMol25 structures with the same formula, charge and spin: 47.3 kcal per mole
HOMO level: -5.95 eV

***

# 4
Molecular formula: C35H27CrN6O6S3
Method: DFT, ωB97M-V/def2-TZVPD

The geometry in ORCA input format:
```
! RIJCOSX wB97M-V def2-TZVPD def2/J DEFGRID3
* xyz 0 4
Cr -0.206 -1.758 1.299
C -1.697 11.788 0.553
O -2.479 10.982 1.485
C -2.212 9.622 1.513
C -1.206 9.026 0.733
C -1.007 7.658 0.751
C -1.813 6.842 1.607
C -2.841 7.487 2.335
C -3.038 8.840 2.302
C -1.511 5.425 1.675
N -2.080 4.509 2.416
C -1.602 3.359 1.960
C -0.714 3.530 0.911
N -0.595 4.861 0.764
C -0.007 2.447 0.201
C 0.921 2.559 -0.868
C 1.603 1.447 -1.305
C 1.376 0.251 -0.619
N 0.428 0.097 0.331
C -0.308 1.182 0.728
C -1.201 0.975 1.828
N -1.433 -0.310 2.192
C -2.356 -0.569 3.070
C -3.052 0.454 3.749
C -2.748 1.749 3.525
C -1.855 2.024 2.461
H -2.167 12.767 0.704
H -1.854 11.547 -0.535
H -0.620 11.822 0.849
H -0.570 9.644 0.116
H -0.215 7.162 0.151
H -3.431 6.862 3.009
H -3.769 9.367 2.818
H -0.320 5.345 -0.073
H 1.166 3.546 -1.288
H 2.407 1.528 -2.006
H 1.994 -0.635 -0.738
H -2.504 -1.610 3.272
H -3.850 0.215 4.521
H -3.250 2.505 4.116
O -2.753 -4.579 2.641
C -1.995 -4.019 1.895
O -1.211 -3.019 2.306
C -1.813 -4.471 0.474
C -1.747 -5.834 0.317
C -1.550 -6.414 -0.942
C -1.602 -5.643 -2.064
C -1.686 -4.254 -1.886
C -1.732 -3.644 -0.610
S -1.702 -1.881 -0.552
H -1.828 -6.435 1.242
H -1.463 -7.510 -1.050
H -1.737 -6.088 -3.077
H -1.755 -3.589 -2.755
C 1.994 -4.042 2.867
S 2.210 -2.670 1.878
O 1.453 -1.565 2.547
O 3.591 -2.432 1.563
O 1.321 -2.889 0.619
H 2.338 -3.729 3.845
H 2.613 -4.832 2.435
H 0.952 -4.221 2.838
N 1.753 -3.393 -2.070
C 2.433 -4.228 -2.904
N 2.892 -5.393 -2.537
C 3.609 -5.943 -3.572
C 4.242 -7.201 -3.545
C 4.874 -7.608 -4.682
C 4.827 -6.942 -5.925
C 4.215 -5.681 -5.949
C 3.627 -5.193 -4.739
S 2.786 -3.644 -4.514
H 1.492 -3.696 -1.158
H 0.948 -3.015 -2.542
H 4.294 -7.770 -2.593
H 5.342 -8.605 -4.711
H 5.332 -7.318 -6.760
H 4.047 -5.152 -6.850
*
```

Summary:
energy above the lowest of the compared OMol25 structures with the same formula, charge and spin: 0.0 kcal per mole
expectation value of S²: 3.79
HOMO level (spin up / spin down): -7.54 / -7.64 eV

***

# 5
Molecular formula: C35H27F5N4OS2SbTeTi
Method: DFT, ωB97M-V/def2-TZVPD

The geometry in ORCA input format:
```
! RIJCOSX wB97M-V def2-TZVPD def2/J DEFGRID3
* xyz -1 3
Ti -0.703 -1.026 0.537
C -1.782 -0.270 3.722
C -2.909 -0.652 2.816
C -4.220 -0.646 3.300
C -5.267 -0.983 2.481
C -4.999 -1.317 1.160
C -3.686 -1.318 0.725
N -2.662 -1.010 1.549
Sb -3.411 -1.769 -1.376
C -1.796 -3.195 -1.273
C -1.965 -4.394 -1.941
C -0.875 -5.244 -2.077
C 0.337 -4.847 -1.568
C 0.454 -3.634 -0.894
C 1.778 -3.203 -0.349
N -0.613 -2.840 -0.724
C -2.126 -0.146 -1.950
C -2.501 0.529 -3.100
C -1.671 1.526 -3.587
C -0.503 1.800 -2.914
C -0.184 1.094 -1.764
C 1.072 1.360 -1.007
N -0.998 0.143 -1.282
H -2.132 0.459 4.451
H -0.971 0.184 3.158
H -1.408 -1.158 4.237
H -4.389 -0.343 4.325
H -6.285 -0.969 2.851
H -5.799 -1.559 0.472
H -2.925 -4.646 -2.373
H -0.972 -6.186 -2.602
H 1.223 -5.455 -1.697
H 2.558 -3.433 -1.074
H 1.980 -3.724 0.590
H 1.802 -2.130 -0.176
H -3.421 0.274 -3.609
H -1.932 2.070 -4.487
H 0.182 2.557 -3.271
H 1.672 2.122 -1.503
H 1.660 0.442 -0.934
H 0.819 1.691 0.003
O 0.967 -0.474 1.529
N 1.662 -1.085 2.489
C 2.798 -0.467 2.875
C 3.592 -0.988 3.850
C 3.197 -2.193 4.452
C 2.049 -2.805 4.050
C 1.222 -2.263 3.023
S -0.205 -2.991 2.458
H 2.995 0.451 2.342
H 4.496 -0.470 4.132
H 3.801 -2.638 5.233
H 1.720 -3.734 4.493
F 5.669 1.994 -4.750
C 4.646 1.177 -4.442
C 3.571 1.034 -5.295
F 3.551 1.728 -6.447
C 2.525 0.191 -4.969
F 1.516 0.119 -5.852
C 2.471 -0.564 -3.789
S 1.123 -1.594 -3.380
C 3.584 -0.379 -2.963
F 3.668 -1.044 -1.792
C 4.644 0.459 -3.265
F 5.679 0.579 -2.414
Te -2.307 2.289 1.155
C -1.573 4.243 1.452
C -0.213 4.544 1.311
C 0.267 5.836 1.502
C -0.600 6.868 1.838
C -1.953 6.589 1.981
C -2.433 5.296 1.791
H 0.478 3.753 1.048
H 1.326 6.036 1.383
H -0.226 7.874 1.986
H -2.645 7.383 2.240
H -3.491 5.095 1.904
*
```

Summary:
energy above the lowest of the compared OMol25 structures with the same formula, charge and spin: 0.0 kcal per mole
expectation value of S²: 2.01
HOMO level (spin up / spin down): -3.52 / -3.51 eV

***

# 6
Molecular formula: C35H29Cl5N9O3STi
Method: DFT, ωB97M-V/def2-TZVPD

The geometry in ORCA input format:
```
! RIJCOSX wB97M-V def2-TZVPD def2/J DEFGRID3
* xyz 1 1
Ti 0.570 0.343 -0.320
C -1.712 -0.224 -4.098
C -0.933 -0.465 -2.977
N -0.798 0.461 -2.028
C -1.458 1.614 -2.187
C -2.241 1.827 -3.316
N -2.361 0.919 -4.271
C -1.339 2.571 -1.075
C -1.753 3.884 -1.172
C -1.655 4.714 -0.056
C -1.179 4.153 1.120
C -0.750 2.835 1.135
N -0.799 2.057 0.045
C -0.260 2.210 2.382
C 0.347 2.934 3.405
N 0.716 2.354 4.539
C 0.491 1.053 4.647
C -0.060 0.316 3.603
N -0.430 0.892 2.470
C -2.050 6.135 -0.120
C -3.174 6.538 -0.832
C -3.493 7.888 -0.858
N -2.774 8.823 -0.249
C -1.698 8.433 0.424
C -1.296 7.109 0.525
H -1.813 -0.979 -4.866
H -0.419 -1.403 -2.836
H -2.794 2.748 -3.447
H -2.121 4.277 -2.108
H -1.154 4.733 2.031
H 0.566 3.990 3.298
H 0.767 0.578 5.581
H -0.205 -0.754 3.686
H -3.812 5.821 -1.333
H -4.371 8.231 -1.393
H -1.123 9.215 0.905
H -0.397 6.853 1.070
Cl 1.871 2.322 -2.226
C 2.499 0.718 -2.517
C 1.867 -0.348 -1.885
C 2.275 -1.611 -2.313
Cl 1.399 -3.038 -1.841
C 3.348 -1.800 -3.185
Cl 3.858 -3.377 -3.628
C 4.016 -0.693 -3.710
Cl 5.349 -0.901 -4.761
C 3.565 0.589 -3.401
Cl 4.306 1.965 -4.101
C 3.305 -1.526 1.118
C 1.984 -1.370 1.869
C 1.791 -2.566 2.807
C 0.791 -1.300 0.912
H 4.140 -1.582 1.817
H 3.496 -0.692 0.443
H 3.300 -2.448 0.530
H 2.034 -0.459 2.472
H 1.793 -3.500 2.236
H 0.848 -2.511 3.356
H 2.601 -2.625 3.535
H -0.174 -1.306 1.427
H 0.826 -2.165 0.250
N -3.012 -4.171 -1.074
C -2.211 -3.385 -0.344
S -2.374 -1.705 -0.379
N -1.267 -3.974 0.414
C -1.008 -5.368 0.543
C -0.978 -5.931 1.813
C -0.675 -7.275 1.960
C -0.420 -8.061 0.845
C -0.451 -7.494 -0.420
C -0.730 -6.144 -0.577
H -3.781 -3.728 -1.547
H -3.040 -5.168 -0.924
H -0.800 -3.352 1.053
H -1.194 -5.316 2.677
H -0.648 -7.711 2.949
H -0.193 -9.111 0.963
H -0.237 -8.098 -1.292
H -0.713 -5.691 -1.560
O 3.340 2.141 1.874
N 2.445 2.370 1.119
O 1.954 3.432 0.826
O 1.870 1.279 0.552
*
```

Summary:
energy above the lowest of the compared OMol25 structures with the same formula, charge and spin: 16.2 kcal per mole
HOMO level: -11.08 eV